Entry 1:
106
Properties=species:S:1:pos:R:3:forces:R:3:lowdin_charge:R:1 method="wB97M-V/def2-TZVPD" homo_ev=-10.03 e_tot_ev=-67628.506 orbital_gap_ev=9.3750 charge=0 lumo_energy_ev=-0.651 smiles="CC(=O)OCCCCCCN(CCCCOC=O)S(=O)(=O)F.CC(C)O.CC(C)O.CC(C)O.CC(C)O.CC(C)O"
C 5.21360 0.35394 4.14141 -0.06 -0.54 -0.12 -0.028
C 4.67038 1.68052 3.34178 3.80 3.70 -3.90 -0.276
O 5.56867 2.30808 2.53994 -5.67 -3.99 4.86 -0.057
O 3.30699 2.23590 3.39892 3.01 -1.92 -0.89 -0.116
C 2.81243 2.57918 2.03225 -0.15 -1.08 -1.20 -0.160
C 1.18742 2.35888 2.01769 -0.09 0.29 0.22 -0.160
C 0.33236 3.59978 1.35365 -0.39 -1.34 -0.69 -0.187
C -1.21651 3.01992 1.12384 0.19 -0.48 0.31 -0.192
C -2.24005 3.52518 2.31788 -1.03 0.31 -0.76 -0.164
C -3.32009 2.34366 2.79045 -0.34 2.21 -0.74 -0.191
N -2.63009 1.07226 3.24538 -0.45 0.67 0.74 -0.251
C -3.24374 -0.17399 2.64735 -0.72 -2.94 -0.36 -0.200
C -2.25011 -0.97477 1.58733 0.56 -0.11 0.81 -0.166
C -1.01951 -1.76774 2.39429 -1.01 -0.36 -0.90 -0.148
C -0.09125 -2.46208 1.23474 -0.76 -0.49 0.17 -0.192
O 1.27769 -1.89301 1.12531 -1.17 1.96 -3.44 -0.126
C 1.24009 -0.98661 -0.03420 4.35 0.81 -3.37 -0.182
O 2.19088 -0.83519 -0.95953 -5.80 -1.39 6.43 -0.035
S -2.48234 0.98753 4.98736 -2.99 -5.02 5.27 0.906
O -1.91061 -0.39330 5.49524 -0.99 5.76 -3.07 -0.354
O -3.85334 1.15943 5.73175 5.18 0.94 -3.32 -0.346
F -1.37572 2.22250 5.50383 -2.32 -2.27 -1.80 -0.240
H 6.09764 -0.09461 3.47663 -2.11 1.27 1.38 0.107
H 4.40526 -0.49034 4.29066 1.41 1.96 -0.42 0.091
H 5.67359 0.57214 5.20232 -1.09 0.01 -2.19 0.095
H 3.28491 1.75898 1.31324 -0.98 1.96 1.35 0.139
H 3.17241 3.62579 1.65247 -0.76 -1.90 1.08 0.139
H 0.77297 2.11341 3.10551 1.03 0.64 -2.24 0.134
H 0.97107 1.40955 1.36834 0.41 1.81 1.21 0.082
H 0.33278 4.56839 2.01140 0.09 -1.88 -1.27 0.116
H 0.78100 3.81303 0.27916 -0.80 -0.21 2.29 0.117
H -1.61931 3.28079 0.03428 0.75 -0.34 2.64 0.101
H -1.17239 1.82874 1.17323 0.02 2.54 -0.02 0.079
H -2.92285 4.37122 1.82532 1.38 -1.73 1.22 0.114
H -1.70137 4.02510 3.23299 -0.85 -1.25 -1.75 0.110
H -4.04520 2.74978 3.63439 1.52 -0.82 -1.69 0.134
H -3.99737 2.15546 1.82568 1.63 -0.13 2.27 0.135
H -3.49645 -0.96505 3.50233 0.67 1.76 -1.73 0.140
H -4.26855 0.00794 2.08393 2.32 0.25 1.42 0.108
H -2.90201 -1.77039 0.98451 1.36 1.76 1.36 0.132
H -1.72353 -0.26429 0.80973 -1.35 -1.16 1.51 0.087
H -0.45010 -1.01624 3.09875 -1.00 -1.67 -1.48 0.124
H -1.50571 -2.65719 3.01871 1.11 2.12 -1.11 0.130
H -0.58785 -2.30015 0.16832 0.71 -0.71 2.34 0.128
H 0.04228 -3.62160 1.45134 -0.19 2.56 -0.61 0.137
H 0.28891 -0.27885 -0.11819 1.75 -1.75 0.39 0.148
C -7.76275 1.10436 -0.04806 -0.20 0.16 0.27 -0.059
C -6.26004 1.28437 -0.19259 -0.43 -0.31 -0.51 -0.494
C -5.82815 1.19187 -1.64748 0.30 0.18 -0.14 -0.059
O -5.58907 0.27991 0.56397 0.11 -0.24 0.08 -0.093
H -8.07617 0.11908 -0.41115 0.09 0.10 -0.11 0.083
H -8.05752 1.16093 1.00529 0.06 0.07 -0.15 0.084
H -8.30781 1.87190 -0.60611 0.04 -0.12 0.06 0.084
H -5.96450 2.25596 0.21798 0.09 -0.22 0.09 0.136
H -6.07301 0.20971 -2.06722 -0.14 0.09 0.07 0.083
H -4.74292 1.31092 -1.73498 -0.14 0.07 0.04 0.079
H -6.31515 1.96206 -2.25351 0.06 -0.11 0.04 0.083
H -5.84549 -0.58640 0.20636 0.06 0.37 0.12 0.103
C 3.10001 -5.24159 0.07299 -0.15 0.29 -0.17 -0.059
C 2.65909 -5.82141 1.40747 0.63 -0.30 -0.34 -0.501
C 3.83219 -5.96525 2.36399 0.00 0.08 0.38 -0.060
O 2.06443 -7.09902 1.19400 -0.18 -0.19 0.01 -0.058
H 3.83114 -5.89522 -0.41595 0.03 0.01 0.15 0.072
H 2.24773 -5.15533 -0.60951 0.09 0.05 0.14 0.081
H 3.54767 -4.25126 0.20138 -0.05 -0.08 -0.06 0.082
H 1.89608 -5.17557 1.85537 -0.03 -0.24 -0.05 0.122
H 4.58924 -6.64451 1.95623 -0.05 0.11 -0.10 0.071
H 3.50213 -6.39516 3.31572 0.00 0.12 -0.12 0.082
H 4.30180 -4.99662 2.56114 -0.01 -0.10 -0.01 0.081
H 2.73480 -7.67930 0.79650 -0.25 0.28 0.17 0.094
C 7.60001 -6.59588 -1.70130 -0.19 0.25 -0.20 -0.065
C 7.15909 -7.17569 -0.36682 0.62 -0.24 -0.28 -0.512
C 8.33219 -7.31954 0.58970 -0.01 0.07 0.37 -0.065
O 6.56443 -8.45331 -0.58029 -0.19 -0.21 0.00 -0.065
H 8.33114 -7.24951 -2.19024 0.04 0.05 0.16 0.081
H 6.74773 -6.50962 -2.38380 0.09 0.04 0.15 0.080
H 8.04767 -5.60554 -1.57290 -0.02 -0.11 -0.06 0.082
H 6.39608 -6.52986 0.08108 -0.04 -0.24 -0.07 0.122
H 9.08924 -7.99880 0.18195 -0.05 0.13 -0.10 0.081
H 8.00213 -7.74945 1.54143 0.00 0.12 -0.12 0.080
H 8.80180 -6.35091 0.78685 0.00 -0.12 -0.01 0.081
H 7.23480 -9.03359 -0.97779 -0.28 0.29 0.18 0.092
C -1.42747 5.37631 -2.96001 0.10 -0.16 -0.23 -0.059
C -2.81201 5.37386 -2.33196 0.48 0.61 -0.02 -0.494
C -3.46026 6.74675 -2.41402 -0.37 0.06 -0.05 -0.062
O -2.71025 4.98058 -0.96577 -0.14 -0.11 0.30 -0.092
H -0.76212 6.07416 -2.43928 -0.15 0.06 0.00 0.083
H -0.96808 4.38504 -2.88264 -0.11 0.09 -0.09 0.080
H -1.47348 5.65966 -4.01606 0.07 -0.11 0.15 0.068
H -3.44481 4.63720 -2.83872 0.06 -0.02 0.25 0.135
H -2.86695 7.49314 -1.87395 0.08 -0.09 -0.12 0.083
H -4.45093 6.73299 -1.94720 0.10 -0.04 -0.11 0.079
H -3.56728 7.07121 -3.45369 0.03 0.00 0.13 0.082
H -2.15006 5.62913 -0.50783 -0.21 -0.24 -0.24 0.094
C -0.63804 2.43120 -7.51702 0.36 -0.06 -0.05 -0.066
C -1.31441 2.82911 -6.21486 -0.37 -0.05 -0.56 -0.502
C -2.67857 2.17225 -6.07561 -0.15 -0.13 0.30 -0.064
O -1.46615 4.24576 -6.17510 -0.05 0.29 0.04 -0.070
H -1.23352 2.74791 -8.38070 -0.08 -0.10 0.12 0.081
H 0.33721 2.92106 -7.60941 -0.12 -0.11 0.08 0.082
H -0.49254 1.34791 -7.57137 -0.02 0.12 -0.04 0.082
H -0.68035 2.54361 -5.36847 -0.07 0.26 -0.06 0.140
H -3.34633 2.47978 -6.88819 0.15 -0.07 -0.04 0.082
H -3.15880 2.47740 -5.13976 0.12 -0.07 -0.07 0.071
H -2.59427 1.08119 -6.08669 -0.06 0.11 -0.02 0.081
H -2.02793 4.50840 -6.92313 0.26 -0.17 0.30 0.095

Entry 2:
124
Properties=species:S:1:pos:R:3:forces:R:3:lowdin_charge:R:1 method="wB97M-V/def2-TZVPD" homo_ev=-11.98 e_tot_ev=-144048.521 orbital_gap_ev=8.4550 charge=+1 lumo_energy_ev=-3.521
C 0.34739 1.08261 -0.28182 0.15 -0.04 0.00 -0.059
C -0.01099 2.22440 -1.23274 -0.23 -0.58 0.49 -0.128
C 1.02926 2.41560 -2.29090 0.19 0.04 -0.08 -0.466
O 2.17402 2.07056 -2.18071 0.04 0.10 0.01 0.131
O 0.67682 3.05230 -3.46100 -0.12 0.22 0.03 -0.009
C -0.44465 2.52950 -4.16294 -0.26 -0.15 0.32 -0.139
C -0.22115 1.03906 -4.35754 -0.25 0.11 -0.31 -0.103
N 1.16373 0.84116 -4.77815 -0.27 -0.58 -0.55 0.160
C 1.98442 -0.07620 -4.33090 0.01 -0.04 0.03 -0.277
N 3.29876 -0.07071 -4.65421 -0.11 0.96 0.94 0.139
C 4.15684 -0.29630 -3.44303 -0.09 -0.35 0.16 -0.126
C 3.91581 -1.70861 -2.96756 0.05 -0.35 -0.44 -0.124
C 2.42540 -2.06610 -2.89372 -0.16 -0.03 0.31 -0.066
N 1.51414 -1.02620 -3.44551 0.52 -0.16 -0.42 0.034
O 0.38593 -1.68141 -4.06728 -0.07 -0.08 0.41 0.033
C -0.60161 -1.77683 -3.21090 -0.26 0.42 -0.12 -0.324
N -1.53071 -1.73350 -2.53202 0.21 -0.25 0.01 0.233
H 1.39167 1.11433 0.01505 0.03 0.06 0.07 0.058
H 0.16484 0.11346 -0.74827 -0.02 -0.05 -0.03 0.062
H -0.26316 1.14126 0.61526 -0.06 -0.02 0.01 0.090
H -0.99804 2.01472 -1.64272 -0.03 0.27 -0.22 0.117
H -0.12009 3.13797 -0.64793 0.04 0.28 -0.19 0.105
H -1.38824 2.65720 -3.63100 0.01 0.13 0.07 0.133
H -0.53200 3.07751 -5.09780 0.23 0.03 -0.06 0.139
H -0.38146 0.53098 -3.41101 0.10 0.01 0.08 0.097
H -0.92647 0.63079 -5.08192 0.05 -0.07 -0.02 0.149
H 1.53184 1.53370 -5.41525 0.11 0.00 0.06 0.181
H 3.54208 0.82925 -5.05958 0.11 -0.16 -0.22 0.155
H 5.19653 -0.15676 -3.71554 0.01 0.03 -0.17 0.134
H 3.88281 0.43209 -2.67835 0.06 0.08 -0.06 0.115
H 4.39756 -1.88266 -2.01017 -0.07 0.13 0.13 0.129
H 4.38115 -2.39271 -3.67587 0.05 0.02 -0.04 0.123
H 2.21496 -2.98292 -3.43855 0.06 -0.03 -0.09 0.127
H 2.12270 -2.21937 -1.86072 -0.13 0.07 0.03 0.134
O -1.49445 4.78724 0.92554 -0.01 -0.11 0.06 -0.289
S -0.66891 5.91866 1.24173 0.21 0.22 -0.25 0.560
O -0.61002 6.40863 2.58067 -0.11 -0.14 0.11 -0.261
O -1.01762 7.09623 0.24621 0.07 -0.08 0.01 -0.260
C -2.40905 7.50194 0.14155 -0.40 0.15 -0.04 -0.234
C -2.84023 8.37347 1.29967 0.14 -0.07 0.15 -0.071
C 0.97196 5.62454 0.67317 0.03 0.00 -0.02 -0.119
H -3.03011 6.61079 0.04216 0.08 -0.05 0.04 0.112
H -2.45940 8.05073 -0.79613 0.13 -0.01 -0.01 0.123
H -2.85996 7.80726 2.23099 -0.02 -0.02 -0.02 0.075
H -3.84105 8.76445 1.11225 0.00 0.00 -0.07 0.090
H -2.15313 9.20781 1.43190 -0.04 0.04 -0.04 0.066
H 0.93654 5.28762 -0.35938 0.00 0.04 -0.02 0.060
H 1.39546 4.85578 1.31649 -0.02 0.00 0.02 0.076
H 1.53913 6.54702 0.76146 0.00 0.00 0.02 0.080
O -1.41478 11.13609 2.76193 0.01 0.03 -0.15 -0.287
S -2.36869 11.75915 3.63180 0.03 0.01 0.29 0.560
O -3.36350 12.62541 3.08193 -0.02 -0.02 -0.13 -0.270
O -1.58557 12.50887 4.78785 -0.08 -0.05 0.01 -0.263
C -0.53197 13.42565 4.40062 0.26 0.23 -0.08 -0.244
C -1.06967 14.75367 3.91242 -0.14 -0.06 -0.04 -0.070
C -3.14664 10.54250 4.63450 0.02 -0.04 0.03 -0.115
H 0.09982 12.94340 3.65399 -0.07 -0.06 -0.01 0.112
H 0.05731 13.55349 5.30585 -0.07 -0.06 0.06 0.122
H -1.59907 14.64706 2.96698 0.01 -0.01 0.00 0.073
H -0.24261 15.44915 3.76844 0.02 -0.01 0.03 0.083
H -1.76281 15.17623 4.63913 0.04 0.02 0.03 0.086
H -2.38202 9.90731 5.07264 0.01 0.00 0.00 0.079
H -3.79633 9.96541 3.98007 0.00 0.02 -0.02 0.069
H -3.73049 11.04560 5.40025 -0.01 0.01 -0.01 0.077
O -0.53884 -6.11359 -8.12382 -0.09 0.00 -0.03 -0.273
S 0.34681 -6.78424 -7.22207 0.13 0.06 0.03 0.571
O -0.14647 -7.83288 -6.38935 -0.06 -0.06 -0.01 -0.262
O 1.05850 -5.67877 -6.31354 0.07 -0.07 -0.02 -0.265
C 0.19206 -4.73106 -5.65483 -0.18 0.26 0.16 -0.259
C -0.47109 -5.30009 -4.41911 0.14 -0.16 -0.04 -0.066
C 1.77892 -7.33731 -8.07691 0.05 0.02 -0.01 -0.119
H -0.54204 -4.35962 -6.37242 0.01 -0.07 -0.04 0.117
H 0.84950 -3.90009 -5.39785 0.10 -0.06 -0.08 0.092
H -1.18526 -6.07864 -4.67155 -0.05 0.02 0.02 0.063
H -1.01364 -4.52031 -3.88210 -0.03 0.01 -0.04 0.060
H 0.27469 -5.73751 -3.75318 0.01 0.04 0.02 0.092
H 2.16966 -6.51987 -8.67580 -0.01 0.00 0.00 0.075
H 1.46177 -8.16085 -8.71266 -0.03 0.00 0.01 0.080
H 2.50833 -7.68101 -7.34871 -0.01 -0.02 0.01 0.076
O 2.86152 0.17777 1.90933 -0.05 -0.02 -0.20 -0.297
S 3.87619 0.15802 2.92481 -0.03 0.02 0.37 0.557
O 5.10219 -0.52765 2.66011 0.05 -0.03 -0.14 -0.273
O 3.24098 -0.36127 4.27437 0.07 0.10 -0.08 -0.259
C 2.49656 -1.60854 4.24557 -0.22 -0.36 0.05 -0.234
C 3.39643 -2.82300 4.22336 0.15 0.06 -0.10 -0.067
C 4.22645 1.79690 3.45607 -0.02 0.04 -0.01 -0.118
H 1.81144 -1.59059 3.39718 0.05 0.08 -0.04 0.111
H 1.90145 -1.58675 5.15539 0.06 0.10 0.03 0.126
H 3.94587 -2.89996 3.28560 -0.02 0.02 -0.01 0.071
H 2.79472 -3.72247 4.35190 -0.03 0.02 0.07 0.075
H 4.12218 -2.77455 5.03404 -0.04 -0.03 0.04 0.089
H 3.29078 2.29941 3.68434 0.00 -0.01 0.01 0.075
H 4.74151 2.29127 2.63534 0.01 -0.02 -0.01 0.076
H 4.86918 1.74674 4.33049 0.01 -0.01 0.00 0.079
O -3.44774 -5.90354 -3.49008 0.07 0.04 0.00 -0.288
S -4.12694 -6.77553 -2.57544 -0.22 0.01 0.01 0.562
O -3.50101 -7.99909 -2.18630 0.11 -0.02 0.02 -0.267
O -5.57910 -7.06448 -3.13395 0.02 0.02 0.08 -0.262
C -5.69139 -7.52291 -4.50688 -0.04 -0.12 -0.34 -0.241
C -5.34075 -8.98698 -4.65966 0.09 0.00 0.14 -0.068
C -4.60568 -5.88246 -1.13869 -0.03 0.04 0.01 -0.120
H -5.07262 -6.88903 -5.14275 0.04 0.03 0.08 0.113
H -6.73254 -7.34160 -4.76371 -0.02 0.03 0.11 0.122
H -4.28239 -9.16577 -4.47682 0.00 0.02 -0.02 0.074
H -5.57419 -9.31101 -5.67386 -0.03 0.02 -0.01 0.084
H -5.91102 -9.59259 -3.95591 -0.04 0.00 -0.03 0.086
H -5.10854 -4.96918 -1.44328 0.00 0.00 -0.01 0.075
H -3.69358 -5.65568 -0.59135 0.02 -0.02 -0.02 0.076
H -5.25888 -6.51270 -0.54160 0.01 -0.01 0.00 0.077
O 0.59100 -4.73229 8.85429 -0.05 0.10 -0.04 -0.272
S 1.60300 -5.46368 8.15610 0.02 -0.21 0.09 0.561
O 2.11278 -4.94642 6.92190 0.03 0.11 -0.09 -0.289
O 1.10412 -6.95398 7.94054 0.11 0.03 -0.01 -0.263
C -0.21339 -7.14469 7.37114 -0.32 -0.06 -0.11 -0.245
C -0.23468 -6.92844 5.87292 0.13 0.09 0.00 -0.073
C 2.94376 -5.82584 9.23259 0.02 -0.01 0.03 -0.119
H -0.91976 -6.49256 7.88564 0.07 0.05 0.03 0.114
H -0.46618 -8.17321 7.61832 0.10 -0.01 0.04 0.123
H -0.05658 -5.88443 5.61921 -0.01 0.01 0.02 0.069
H -1.20853 -7.21892 5.47826 -0.01 -0.03 0.02 0.082
H 0.53531 -7.52873 5.38881 -0.03 -0.04 0.00 0.085
H 2.54890 -6.25034 10.15094 -0.01 0.00 0.00 0.077
H 3.44948 -4.88370 9.43152 -0.02 0.02 -0.01 0.078
H 3.61454 -6.51904 8.73269 0.00 0.00 -0.01 0.077